# 1
DFT (the ωB97M-V functional and the def2-TZVPD basis) results for a cluster of 2 separate species, C9H25ClNO7P3 in total.

```
46
Properties=species:S:1:pos:R:3:forces:R:3
C 2.6074 1.9070 -0.5689 -0.33 -0.10 0.17
C 1.3480 1.8811 -1.4408 0.27 0.37 -0.11
C 1.3439 0.8249 -2.5355 0.05 -0.03 0.20
C 1.7195 -0.5618 -2.0386 -0.08 -0.44 -0.47
N 0.5271 -1.4070 -1.6981 -0.13 0.56 0.16
P -0.3994 -0.8305 -0.4474 -0.10 -0.54 -0.04
P 0.9636 -0.5070 1.2161 0.64 1.23 -0.05
P 2.0909 -2.3815 1.2817 -0.70 -0.59 0.05
O 1.4155 -3.5251 0.6875 -0.14 -0.39 -0.20
O 2.4786 -2.5543 2.8199 0.01 0.41 0.04
O 3.4764 -2.0005 0.6299 0.19 0.10 0.13
C -1.8654 -1.8231 -0.1281 -0.02 -0.05 0.42
C -1.5535 -3.2725 0.2150 -0.59 -0.14 -0.12
C -2.6433 -1.0855 1.0032 0.07 0.27 -0.70
C -3.9045 -0.3627 0.5100 -0.12 0.09 0.39
C -3.6918 1.1207 0.2068 -0.05 -0.34 -0.10
H 3.4671 1.4095 -1.0166 0.12 0.13 -0.23
H 2.4061 1.4221 0.3841 0.26 0.14 -0.01
H 2.8265 2.9415 -0.3388 0.33 0.04 0.04
H 0.4734 1.8055 -0.7953 0.04 0.14 0.07
H 1.2636 2.8620 -1.9012 -0.21 0.06 -0.08
H 0.3536 0.7569 -2.9960 -0.08 0.07 -0.16
H 2.0191 1.1259 -3.3339 0.18 -0.02 -0.02
H 2.3764 -0.5286 -1.1744 0.04 0.05 0.10
H 2.2565 -1.1140 -2.8045 0.03 -0.17 -0.03
H -0.0718 -1.4376 -2.5207 0.05 -0.35 -0.08
H -0.8948 0.4333 -0.7769 -0.13 0.11 0.33
H 0.1023 -0.6314 2.3165 -0.25 -0.46 -0.06
H 1.8292 -2.1606 3.4123 0.04 -0.18 0.31
H 4.1782 -2.5012 1.0702 0.31 0.15 -0.17
H -2.4774 -1.7938 -1.0300 0.07 0.09 -0.24
H -2.5040 -3.7526 0.4472 -0.08 -0.05 0.04
H -1.1244 -3.8122 -0.6219 0.30 -0.01 0.01
H -0.9167 -3.3667 1.0839 0.21 -0.01 0.04
H -2.8754 -1.8019 1.7839 0.02 -0.14 0.08
H -2.0058 -0.3152 1.4422 0.02 -0.01 0.36
H -4.6603 -0.4410 1.2895 -0.05 -0.01 0.10
H -4.3217 -0.8749 -0.3552 -0.06 -0.10 -0.10
H -3.2261 1.2713 -0.7652 0.12 0.11 -0.08
H -4.6469 1.6357 0.2000 -0.07 0.14 -0.09
H -3.0674 1.5806 0.9682 0.07 0.15 0.06
O 0.2504 5.3751 1.9170 -0.01 -0.08 -0.01
Cl 1.0661 4.3863 1.2708 0.07 0.06 -0.09
O 1.2072 4.6984 -0.1380 -0.08 0.03 0.11
O 0.4319 3.0770 1.3885 -0.14 -0.21 0.05
O 2.3716 4.3284 1.8819 -0.08 -0.04 -0.01
```
Forces are in eV/Å.

Kohn-Sham gap	7.81	eV
E_HOMO	-8.41	eV
multiplicity	1

# 2
DFT (the ωB97M-V functional and the def2-TZVPD basis) results for a structure of composition C9H25KO11P.

```
47
Properties=species:S:1:pos:R:3:forces:R:3
K 0.0995 0.3722 -0.3693 -0.30 0.96 -0.16
O 1.8084 0.9225 4.0572 1.57 0.12 1.53
C 1.1237 0.6731 2.9576 -4.54 2.26 -5.19
O 0.9765 -0.4382 2.4707 1.18 -3.99 0.94
O 0.5163 1.6206 2.3208 2.06 0.52 2.27
H 2.0120 1.8494 3.9125 -0.12 0.52 0.41
P -1.3684 2.6332 -1.8791 -2.26 2.42 -2.03
O -0.1706 3.4094 -1.3143 1.49 0.10 0.34
O -0.9495 1.4498 -2.7462 1.96 -2.17 -2.06
O -2.4417 3.5158 -2.5866 1.11 0.51 -0.59
O -2.1272 1.9585 -0.7952 -1.61 -2.47 4.73
C 0.7506 -3.9494 0.7752 1.35 1.11 -0.92
C -0.3923 -3.0969 1.1878 -0.67 -0.48 2.71
O -0.3883 -3.0232 2.6547 -1.11 -0.91 -0.98
H 0.9544 -3.4716 -0.1831 0.76 -0.88 -0.61
H 0.5856 -5.0247 0.7077 -0.28 0.14 -0.04
H 1.6012 -3.7558 1.4288 0.08 -0.02 -0.09
H -1.2548 -3.6720 0.8509 -0.71 0.51 0.39
H -0.4416 -2.0926 0.7669 0.31 -0.18 0.03
H 0.0917 -2.2498 2.9597 0.34 0.86 -0.51
C 3.4962 3.9202 0.4220 -1.39 1.06 0.86
C 3.2103 2.5157 0.0352 -0.69 -1.96 -1.66
O 2.3401 2.2877 -1.1360 3.04 0.13 1.42
H 2.5942 4.3499 0.8578 -0.41 0.31 -0.52
H 3.8160 4.5275 -0.4248 0.14 -0.01 0.09
H 4.1445 4.0093 1.2937 0.79 -0.32 -0.22
H 2.7518 1.8939 0.8041 0.19 0.43 0.69
H 4.1826 2.0769 -0.1887 0.06 -0.48 -0.37
H 1.4897 2.6655 -0.8997 -2.11 1.08 -0.58
C -0.8292 -2.3266 -4.2722 -0.50 0.79 -2.42
C 0.4834 -1.5080 -4.3280 -0.70 0.69 2.42
O 0.5995 -0.6726 -3.1869 1.70 -2.31 0.42
H -1.6965 -1.7355 -4.5664 -0.02 0.73 0.67
H -1.1427 -2.9049 -3.4030 0.82 0.14 0.18
H -0.8264 -2.9319 -5.1787 0.26 -1.02 0.01
H 0.6430 -0.7642 -5.1086 -0.67 -0.75 -1.14
H 1.3011 -2.2287 -4.3220 0.36 0.09 0.03
H -0.1553 -0.0849 -3.1059 -1.32 2.20 0.06
C -3.3906 -0.8665 2.7163 0.45 0.59 0.60
C -2.7101 0.3497 2.0878 0.41 -0.88 -0.76
O -3.4946 0.9131 1.1017 -2.50 -0.66 2.08
H -2.9354 -1.1322 3.6704 0.71 -0.18 -0.05
H -3.2856 -1.7144 2.0393 -0.86 -0.10 0.12
H -4.3644 -0.5411 3.0823 -0.67 -0.42 -0.81
H -1.8388 -0.0023 1.5355 0.74 -0.06 0.75
H -2.4047 0.9980 2.9090 0.17 0.59 -0.12
H -2.9635 1.2760 0.3891 1.40 1.36 -1.93
```
Forces are in eV/Å.

total charge	-3
Kohn-Sham gap	2.33	eV
E_HOMO	3.78	eV
multiplicity	1
energy above the lowest of the compared OMol25 structures with the same formula, charge and spin	173.0	kJ/mol

# 3
DFT (the ωB97M-V functional and the def2-TZVPD basis) results for a structure of composition C9H26AgN4O3.

```
43
Properties=species:S:1:pos:R:3:forces:R:3
Ag -0.5060 -0.3784 0.0733 -0.78 0.33 0.41
C 0.2642 -2.6326 -3.5903 0.89 -0.60 -0.07
C 0.1702 -2.1845 -2.1237 1.34 -0.40 -2.30
C 1.5534 -2.3438 -1.4312 -2.71 -0.45 1.37
O 1.2399 -1.9990 -0.0578 1.62 -0.92 0.80
C 2.3294 -2.2662 0.9175 -1.48 0.18 -1.15
N -0.1495 -0.7778 -2.2780 0.03 1.12 0.43
H 0.6367 -3.6249 -3.8446 -0.76 -0.51 0.45
H 1.0602 -2.0611 -4.0678 -0.22 0.66 -0.13
H -0.7079 -2.3901 -4.0195 0.20 -0.47 -0.51
H -0.7231 -2.6397 -1.6959 0.66 -0.52 0.73
H 2.3120 -1.6846 -1.8534 0.03 0.00 -0.13
H 1.8158 -3.4001 -1.4903 0.43 0.03 0.01
H 1.9033 -2.4076 1.9108 -0.29 0.44 -0.12
H 2.9615 -1.3801 0.8580 0.57 -0.52 0.26
H 2.7723 -3.2396 0.7066 0.50 0.32 -0.38
H 0.7073 -0.3261 -2.5642 0.44 0.48 0.38
H -0.6393 -0.7221 -3.1596 -0.93 0.41 0.21
C 1.9136 1.7661 3.4011 0.37 2.17 0.26
C 1.0355 1.5670 2.1383 1.34 -0.80 1.49
C 1.7949 1.5967 0.8064 0.01 0.61 0.29
O 0.9226 1.4846 -0.3160 -0.43 -0.32 -0.36
C 0.0995 2.6273 -0.4945 0.62 2.48 0.45
N 0.5344 0.2080 2.3567 -1.40 -0.87 -0.92
H 2.9840 1.8433 3.2105 0.05 -0.24 -0.09
H 1.7362 1.1028 4.2476 0.00 -0.71 -0.57
H 1.6499 2.6949 3.9070 0.17 0.52 -0.31
H 0.2465 2.3190 2.1302 -0.17 -0.41 -0.03
H 2.5379 0.8008 0.7569 -0.35 -0.41 -0.09
H 2.4128 2.4897 0.7125 -0.24 0.46 0.07
H -0.5210 2.8265 -1.3683 0.19 -1.76 -0.53
H 0.7838 3.4709 -0.5843 0.22 0.36 0.29
H -0.5757 2.8761 0.3241 0.09 -0.54 0.32
H 0.0602 0.1745 3.2478 -0.78 0.27 -0.04
H 1.3264 -0.3647 2.6113 0.45 -0.18 -0.55
C -4.0037 0.9209 -0.0082 2.77 -0.67 0.57
O -2.7905 1.0873 -0.0910 1.58 -0.51 -0.21
N -4.5858 -0.1903 0.3612 -0.06 -2.79 0.56
N -4.8264 1.8643 -0.2208 -3.04 3.92 -0.94
H -5.5665 -0.1827 0.6027 0.47 -0.78 0.04
H -3.9275 -0.9516 0.4455 -0.87 -0.33 0.37
H -5.8034 1.6438 -0.0904 0.11 1.02 -0.31
H -4.4384 2.7837 -0.3764 -0.63 -0.08 -0.01
```
Forces are in eV/Å.

total charge	+1
Kohn-Sham gap	9.50	eV
E_HOMO	-11.66	eV
multiplicity	1
energy above the lowest of the compared OMol25 structures with the same formula, charge and spin	181.8	kJ/mol

# 4
DFT (the ωB97M-V functional and the def2-TZVPD basis) results for a structure of composition C9H26NNbO2S.

```
40
Properties=species:S:1:pos:R:3:forces:R:3
O 4.0117 -2.4264 3.8431 -4.28 2.56 1.90
S 2.7694 -1.4740 4.0441 5.37 0.15 -6.37
O 3.0784 -0.1612 3.2253 -1.84 -3.50 3.14
C 1.2892 -2.2985 3.2449 0.47 -0.62 -0.31
Nb -0.7422 -1.5092 4.0251 0.17 -0.69 0.30
H 2.6008 -1.1327 5.3964 -0.35 -0.50 -1.05
H 1.3673 -3.4829 3.3153 0.12 2.59 0.19
H 1.2855 -2.0332 2.0879 0.58 -0.19 2.53
H 0.0555 0.1206 4.2108 0.15 0.44 -0.34
H -0.3702 -1.9618 5.7362 -0.07 -0.17 0.49
H -1.5477 -3.1109 3.7460 -0.27 -0.41 -0.47
H -1.2074 -1.0816 2.2945 -0.38 0.18 -0.54
H -2.2818 -0.7296 4.6263 0.30 0.32 0.04
C -2.1357 0.4634 -4.1152 -0.16 -0.09 -0.10
C -1.5338 1.7855 -3.6730 -0.03 0.00 -0.02
C -0.2137 1.6992 -2.9034 -0.35 0.32 0.31
N -0.2873 1.0677 -1.5006 0.07 0.24 0.06
C -1.5430 1.4872 -0.7401 0.52 -0.19 -0.37
C -0.1758 -0.4763 -1.5348 -0.01 0.00 0.00
C 1.1534 -0.8068 -0.8704 0.13 -0.33 -0.19
C 1.3639 0.3179 0.1143 0.14 0.21 0.32
C 0.9536 1.5332 -0.6887 -0.11 -0.14 -0.03
H -2.3605 -0.1903 -3.2717 -0.01 -0.07 -0.06
H -3.0766 0.6486 -4.6435 0.17 -0.09 0.06
H -1.4639 -0.0591 -4.8031 -0.08 -0.05 0.12
H -2.2768 2.3577 -3.1056 0.21 -0.03 -0.01
H -1.3448 2.3781 -4.5779 0.17 0.00 0.27
H 0.1542 2.7229 -2.7552 -0.02 -0.28 0.11
H 0.5471 1.1485 -3.4693 -0.14 0.00 0.25
H -2.4147 1.0314 -1.2153 0.18 0.12 0.08
H -1.6091 2.5781 -0.7602 -0.01 -0.20 -0.02
H -1.4621 1.1308 0.2913 0.09 -0.01 -0.19
H -1.0144 -0.8919 -0.9676 0.10 0.20 -0.11
H -0.2138 -0.8304 -2.5673 -0.19 0.24 0.16
H 1.9550 -0.8143 -1.6188 -0.08 -0.03 0.10
H 1.1373 -1.7871 -0.3859 -0.08 0.12 -0.15
H 2.4019 0.3849 0.4544 -0.24 0.05 0.10
H 0.7233 0.1949 0.9933 0.11 0.00 0.02
H 1.7401 1.8059 -1.4022 -0.29 -0.04 0.04
H 0.6878 2.4020 -0.0795 -0.07 -0.12 -0.27
```
Forces are in eV/Å.

Kohn-Sham gap	7.50	eV
E_HOMO	-8.04	eV
multiplicity	1

no.,lowest unoccupied orbital energy (eV)
1,-0.607
2,6.113
3,-2.162
4,-0.538